(1)
C4H9NO | ωB97M-V with the def2-TZVPD basis set

Output
electronic energy	-7828.9736	eV
ΔE to the lowest compared entry with this formula, charge and spin	77.2	kcal/mol
SMILES	C=C(CN)CO

Last column: Löwdin charge in e.
CARTESIAN COORDINATES (ANGSTROEM)
C  0.1909  1.2199  0.2750  -0.214
C  0.6540  -0.2789  0.0867  -0.268
C  1.9072  -0.5646  -0.3581  0.058
C  -0.3906  -1.3965  0.4666  -0.159
H  -1.7792  2.1360  -0.3304  0.158
H  -1.0484  0.8790  -1.0654  0.049
H  0.3319  1.6118  1.2764  0.097
H  0.9098  1.8280  -0.4392  0.131
H  2.2066  -1.5407  -0.3158  0.025
H  2.4291  0.2907  -0.7684  0.055
H  -0.6510  -1.0105  1.4799  0.117
H  0.0478  -2.4315  0.3002  0.131
H  -1.9296  -0.5161  -0.0760  0.000
N  -1.2550  1.1369  -0.1301  -0.053
O  -1.6236  -1.3633  -0.4014  -0.127

Cartesian forces (eV/Å) of the 3 atoms listed first:
C 1.0 -0.9 -1.8
C 0.6 -0.2 -0.2
C -3.4 3.1 0.6

(2)
C4H9NO | ωB97M-V with the def2-TZVPD basis set

Output
electronic energy	-7831.9104	eV
ΔE to the lowest compared entry with this formula, charge and spin	9.4	kcal/mol
SMILES	CCCC(N)=O

Last column: Löwdin charge in e.
CARTESIAN COORDINATES (ANGSTROEM)
C  -0.7922  1.9673  0.9281  -0.119
C  -0.2680  1.0485  -0.1825  -0.256
C  0.1388  -0.3405  0.3327  -0.140
C  0.1857  -1.4666  -0.6881  -0.514
O  -0.8469  -1.7276  -1.2865  0.044
N  1.2684  -2.3520  -0.7568  0.132
H  -0.9810  2.9712  0.5319  0.069
H  -0.0828  2.0706  1.7592  0.072
H  -1.7347  1.5918  1.3441  0.074
H  -1.0466  0.9209  -0.9435  0.108
H  0.5867  1.5322  -0.6704  0.106
H  1.0454  -0.3140  0.9322  0.109
H  -0.6742  -0.6986  0.9832  0.128
H  1.0078  -3.1758  -1.2813  0.093
H  2.1936  -2.0275  -1.0022  0.093

Cartesian forces (eV/Å) of the 3 atoms listed first:
C 0.0 0.0 0.0
C 0.1 -0.1 -0.1
C 0.1 -0.1 0.1

- What is the ΔE to the lowest compared entry with this formula, charge and spin in the first record?
  77.2 kcal/mol